This record from the OMol25 dataset describes a 10-piece molecular cluster, C57H51ClF9INO2P2 overall. The level of theory is wB97M-V/def2-TZVPD.

Properties
Energy above the lowest of the compared OMol25 structures with the same formula, charge and spin in eV: 3.4982
LUMO energy in eV: 1.94
Max |F| in Eh/bohr: 0.1061
Kohn-Sham gap in hartree: 0.222
Total charge: -1

Each line ends with the Löwdin charge.
Element x y z (Å)
N  -3.126  -6.565  1.493  -0.019
C  -2.330  -5.526  1.066  -0.170
C  -0.857  -5.144  1.759  -0.343
C  -0.905  -3.783  2.671  -0.703
P  0.468  -3.805  4.049  0.449
O  1.247  -5.361  4.140  -0.463
Cl  -0.440  -3.471  5.987  0.102
P  -0.330  -2.313  1.528  0.454
O  -0.467  -0.812  2.401  -0.479
I  2.100  -2.816  1.185  0.272
H  -2.626  -7.035  2.306  0.047
H  -2.650  -4.864  0.127  0.104
H  -0.454  -6.098  2.303  0.091
H  -0.143  -4.909  0.839  0.048
H  1.878  -5.493  3.361  0.045
H  0.440  -0.378  2.509  0.045
F  -2.105  -2.938  -0.876  -0.005
C  -1.861  -2.691  -2.170  -0.280
C  -1.161  -1.544  -2.527  -0.012
C  -0.902  -1.289  -3.874  -0.083
C  -1.355  -2.180  -4.850  -0.102
C  -2.061  -3.326  -4.481  -0.095
C  -2.310  -3.586  -3.134  -0.021
H  -0.825  -0.859  -1.756  0.097
H  -0.349  -0.399  -4.163  0.096
H  -1.157  -1.978  -5.900  0.095
H  -2.416  -4.016  -5.243  0.099
H  -2.850  -4.477  -2.829  0.112
F  3.641  -0.195  -3.247  0.058
C  4.649  -1.014  -2.918  -0.279
C  5.722  -1.163  -3.790  -0.013
C  6.774  -2.012  -3.445  -0.086
C  6.736  -2.711  -2.236  -0.102
C  5.652  -2.559  -1.370  -0.082
C  4.606  -1.701  -1.710  -0.030
H  5.730  -0.619  -4.728  0.081
H  7.621  -2.130  -4.117  0.091
H  7.555  -3.376  -1.970  0.095
H  5.623  -3.107  -0.432  0.100
H  3.760  -1.564  -1.044  0.029
F  5.773  -0.241  -6.447  0.038
C  5.160  0.153  -7.571  -0.272
C  3.883  0.699  -7.499  -0.006
C  3.247  1.113  -8.668  -0.080
C  3.890  0.967  -9.900  -0.102
C  5.169  0.413  -9.962  -0.088
C  5.810  0.009  -8.792  -0.016
H  3.396  0.797  -6.534  0.119
H  2.252  1.549  -8.622  0.105
H  3.391  1.286  -10.812  0.099
H  5.667  0.296  -10.922  0.103
H  6.808  -0.416  -8.821  0.115
F  -0.139  1.758  9.091  0.050
C  -1.055  1.216  8.279  -0.300
C  -2.225  1.916  8.004  -0.035
C  -3.178  1.354  7.154  -0.091
C  -2.954  0.092  6.597  -0.084
C  -1.779  -0.604  6.883  -0.096
C  -0.822  -0.037  7.724  -0.012
H  -2.385  2.891  8.452  0.107
H  -4.092  1.896  6.926  0.098
H  -3.699  -0.348  5.937  0.094
H  -1.610  -1.588  6.452  -0.021
H  0.101  -0.561  7.950  0.113
F  -0.985  1.349  -2.748  0.050
C  -1.350  2.310  -1.889  -0.276
C  -1.816  1.959  -0.627  -0.004
C  -2.191  2.960  0.269  -0.069
C  -2.107  4.302  -0.111  -0.093
C  -1.643  4.644  -1.382  -0.086
C  -1.257  3.643  -2.274  -0.013
H  -1.882  0.912  -0.352  0.112
H  -2.549  2.696  1.261  0.107
H  -2.404  5.082  0.587  0.099
H  -1.582  5.688  -1.677  0.069
H  -0.885  3.892  -3.263  0.113
F  -5.578  -3.861  6.547  0.056
C  -5.959  -4.434  5.398  -0.300
C  -4.993  -4.854  4.490  0.002
C  -5.390  -5.455  3.295  -0.069
C  -6.749  -5.620  3.017  -0.095
C  -7.710  -5.190  3.933  -0.102
C  -7.314  -4.599  5.132  -0.048
H  -3.943  -4.710  4.719  0.114
H  -4.642  -5.794  2.582  0.044
H  -7.058  -6.085  2.083  0.098
H  -8.768  -5.316  3.712  0.096
H  -8.048  -4.267  5.859  0.107
F  9.995  -1.437  -3.742  0.055
C  10.525  -0.860  -2.656  -0.288
C  10.448  0.521  -2.508  -0.015
C  10.996  1.122  -1.374  -0.084
C  11.624  0.335  -0.405  -0.101
C  11.701  -1.049  -0.566  -0.086
C  11.143  -1.651  -1.694  -0.019
H  9.964  1.116  -3.275  0.116
H  10.934  2.199  -1.245  0.104
H  12.055  0.804  0.476  0.099
H  12.194  -1.659  0.188  0.104
H  11.186  -2.726  -1.830  0.115
F  -5.393  2.217  3.164  0.060
C  -6.437  1.612  3.746  -0.291
C  -6.394  0.241  3.975  -0.010
C  -7.479  -0.388  4.585  -0.069
C  -8.601  0.360  4.950  -0.100
C  -8.637  1.735  4.711  -0.094
C  -7.547  2.365  4.111  -0.026
H  -5.517  -0.325  3.677  0.121
H  -7.451  -1.458  4.775  0.097
H  -9.449  -0.132  5.421  0.098
H  -9.513  2.314  4.992  0.100
H  -7.555  3.434  3.926  0.111
F  -0.377  7.294  -2.040  0.052
C  -0.898  8.523  -1.928  -0.281
C  -2.279  8.682  -1.911  -0.016
C  -2.822  9.961  -1.790  -0.082
C  -1.976  11.069  -1.697  -0.102
C  -0.591  10.900  -1.720  -0.086
C  -0.049  9.620  -1.830  -0.016
H  -2.921  7.810  -1.993  0.114
H  -3.901  10.095  -1.768  0.105
H  -2.400  12.067  -1.607  0.099
H  0.065  11.764  -1.652  0.104
H  1.025  9.469  -1.840  0.116